{
  "formula": "C59H52AuGeN2O7P2S",
  "method": "ωB97M-V/def2-TZVPD",
  "species": ["Au", "O", "P", "C", "P", "O", "C", "C", "C", "C", "C", "C", "C", "C", "C", "C", "C", "C", "C", "C", "C", "C", "C", "C", "C", "C", "C", "C", "C", "C", "H", "H", "H", "H", "H", "H", "H", "H", "H", "H", "H", "H", "H", "H", "H", "H", "H", "H", "H", "H", "H", "H", "O", "C", "O", "C", "C", "C", "C", "S", "C", "C", "H", "H", "H", "H", "H", "N", "C", "O", "C", "C", "C", "N", "C", "C", "H", "H", "H", "H", "H", "H", "O", "C", "O", "C", "C", "Ge", "C", "C", "C", "C", "C", "C", "C", "C", "C", "C", "C", "C", "C", "C", "C", "C", "C", "C", "H", "H", "H", "H", "H", "H", "H", "H", "H", "H", "H", "H", "H", "H", "H", "H", "H", "H", "H"],
  "positions_angstrom": [[-0.447128, 0.635045, -0.751155], [1.365787, 1.313043, -0.192327], [2.004265, 1.851444, 1.092432], [1.312601, 1.342343, 2.693085], [-0.500217, 1.195163, 2.879340], [-1.286483, 1.454838, 1.630811], [-0.936855, 2.387410, 4.160592], [-0.248524, 2.469114, 5.370001], [-0.606150, 3.421592, 6.309607], [-1.654923, 4.294900, 6.047234], [-2.349259, 4.210626, 4.850020], [-1.992726, 3.256543, 3.907055], [-0.782393, -0.455761, 3.527315], [-1.869816, -1.161834, 3.022966], [-2.132266, -2.447631, 3.473056], [-1.313128, -3.025636, 4.431368], [-0.228608, -2.321908, 4.939940], [0.039842, -1.041081, 4.486813], [2.099011, 3.637136, 1.156685], [3.072112, 4.291970, 0.400826], [3.211911, 5.667985, 0.497357], [2.400723, 6.390591, 1.362082], [1.433031, 5.742687, 2.116612], [1.270567, 4.372493, 2.003988], [3.689178, 1.251605, 1.087352], [4.108498, 0.362338, 0.105646], [5.408530, -0.121824, 0.128633], [6.280964, 0.276562, 1.130037], [5.863728, 1.169436, 2.109919], [4.569974, 1.660764, 2.088574], [1.702868, 2.048103, 3.429405], [1.739175, 0.357323, 2.869934], [0.570407, 1.792393, 5.586684], [-0.068678, 3.485077, 7.246227], [-1.930865, 5.040917, 6.780636], [-3.167999, 4.890265, 4.651417], [-2.516642, 3.181907, 2.963344], [-2.495590, -0.705837, 2.266145], [-2.973574, -2.999091, 3.074151], [-1.516034, -4.029146, 4.781512], [0.413826, -2.776799, 5.682020], [0.904486, -0.514532, 4.873702], [3.729500, 3.726296, -0.248776], [3.967040, 6.173281, -0.090115], [2.509239, 7.464025, 1.446430], [0.797986, 6.315711, 2.778370], [0.497140, 3.888016, 2.587408], [3.424001, 0.057563, -0.674059], [5.737203, -0.810771, -0.637883], [7.293534, -0.104479, 1.146798], [6.549027, 1.486154, 2.884564], [4.253947, 2.373870, 2.842176], [-2.471054, 8.134551, 1.560553], [-1.259248, 7.736294, 1.120267], [-0.284819, 8.398431, 1.341522], [-1.204814, 6.434591, 0.385303], [-0.238018, 6.281941, -0.600834], [-0.089689, 5.067188, -1.244306], [-0.919281, 3.994208, -0.916251], [-0.805500, 2.570721, -1.952095], [-1.886916, 4.145460, 0.071840], [-2.023130, 5.360697, 0.722517], [-3.163482, 7.580422, 1.181421], [0.408281, 7.116388, -0.837245], [0.667349, 4.940607, -2.006993], [-2.524713, 3.313045, 0.333248], [-2.758200, 5.459222, 1.513676], [-7.018226, -0.939272, -2.599370], [-5.881033, -1.649309, -2.791448], [-5.842801, -2.748937, -3.296046], [-4.604186, -1.007222, -2.298730], [-3.428084, -1.334351, -2.956855], [-2.234976, -0.816149, -2.497210], [-2.209363, -0.015904, -1.423061], [-3.329383, 0.308946, -0.769414], [-4.550831, -0.173337, -1.188086], [-7.873049, -1.326324, -2.964821], [-7.001140, 0.036741, -2.365067], [-3.443795, -2.008149, -3.801312], [-1.282611, -1.043738, -2.963918], [-3.204739, 0.935902, 0.104157], [-5.436997, 0.077627, -0.621542], [1.398754, -1.090528, 1.361972], [0.700430, -1.807269, 0.659661], [-0.139344, -1.362751, -0.236192], [0.828970, -3.310945, 0.673774], [1.730602, -3.771649, -0.484979], [0.878083, -3.944201, -2.257815], [-0.943639, -4.641838, -2.071773], [-1.914506, -3.961078, -1.331680], [-3.210173, -4.447939, -1.227755], [-3.564937, -5.625059, -1.871669], [-2.616999, -6.310229, -2.615752], [-1.319959, -5.822058, -2.713872], [0.850065, -2.273205, -3.277714], [0.262663, -2.254111, -4.545126], [0.204424, -1.082954, -5.289946], [0.746309, 0.092027, -4.785099], [1.361003, 0.087220, -3.540343], [1.407254, -1.088270, -2.798531], [1.946154, -5.235071, -3.256727], [2.714832, -4.851356, -4.354380], [3.522012, -5.768561, -5.015706], [3.574491, -7.085268, -4.584857], [2.823182, -7.482340, -3.486846], [2.020167, -6.562294, -2.828708], [-0.155932, -3.766566, 0.581849], [1.248717, -3.591219, 1.640237], [2.088919, -4.782668, -0.275798], [2.626348, -3.148579, -0.551091], [-1.648458, -3.041969, -0.821738], [-3.952344, -3.911912, -0.648900], [-4.576805, -6.001151, -1.795941], [-2.886996, -7.225273, -3.127437], [-0.598301, -6.366833, -3.310828], [-0.167296, -3.162095, -4.956128], [-0.261604, -1.088099, -6.267216], [0.703933, 1.003777, -5.367187], [1.804658, 0.994002, -3.145448], [1.902300, -1.084154, -1.834459], [2.687120, -3.825192, -4.703664], [4.110248, -5.452881, -5.867990], [4.201042, -7.801175, -5.100887], [2.863717, -8.508126, -3.143433], [1.443157, -6.890624, -1.969706]],
  "forces_ev_per_angstrom": [[0.377, 0.135, 0.002], [-0.032, 0.212, 0.143], [0.036, -0.181, -0.121], [-0.016, 0.006, -0.026], [-0.050, 0.008, -0.024], [0.015, 0.002, 0.054], [0.018, -0.026, 0.008], [0.015, 0.003, -0.006], [-0.004, -0.006, -0.002], [-0.001, -0.002, 0.005], [-0.003, 0.005, -0.003], [0.007, 0.016, -0.012], [-0.004, -0.010, -0.015], [0.007, -0.014, -0.019], [0.011, 0.002, 0.005], [-0.001, -0.001, 0.004], [0.006, 0.000, -0.007], [-0.015, -0.016, -0.005], [-0.050, 0.021, 0.032], [-0.039, 0.017, -0.039], [0.017, -0.030, 0.010], [0.032, 0.010, 0.018], [0.004, 0.012, -0.034], [0.036, 0.001, 0.042], [0.020, 0.021, 0.070], [0.032, -0.019, -0.019], [-0.010, 0.012, -0.016], [0.000, -0.005, 0.002], [0.003, 0.000, 0.001], [-0.004, 0.011, -0.025], [-0.010, 0.006, -0.010], [0.019, -0.017, 0.014], [0.000, 0.002, 0.004], [-0.001, -0.003, 0.000], [0.002, 0.000, -0.001], [0.002, -0.006, -0.001], [-0.015, 0.006, -0.017], [0.001, 0.001, -0.005], [0.000, -0.002, -0.002], [0.001, 0.001, 0.001], [-0.002, 0.001, -0.001], [-0.005, 0.002, 0.005], [-0.001, -0.008, -0.002], [0.001, 0.002, 0.003], [-0.006, -0.011, -0.008], [-0.007, -0.012, 0.008], [0.004, 0.002, -0.002], [-0.017, -0.003, 0.051], [0.011, -0.005, 0.001], [-0.002, -0.001, -0.002], [-0.001, -0.002, 0.000], [-0.004, -0.001, -0.001], [0.018, 0.003, 0.010], [-0.001, -0.002, -0.002], [-0.012, 0.017, -0.008], [-0.012, 0.012, -0.013], [0.001, -0.018, 0.006], [0.000, 0.017, 0.035], [0.043, -0.039, 0.043], [-0.106, -0.076, -0.197], [-0.022, 0.007, 0.024], [0.003, -0.009, 0.004], [-0.021, -0.012, -0.006], [-0.006, 0.001, -0.001], [0.001, -0.006, 0.003], [0.021, -0.007, 0.003], [-0.003, -0.008, 0.007], [-0.029, 0.012, 0.037], [0.048, -0.059, -0.013], [-0.025, 0.043, 0.001], [0.033, -0.034, -0.077], [-0.009, 0.025, 0.065], [0.006, 0.064, -0.009], [0.012, -0.127, -0.101], [0.023, -0.044, 0.051], [-0.029, 0.013, 0.041], [0.001, 0.002, -0.009], [0.000, 0.007, -0.015], [0.001, -0.022, 0.002], [-0.106, 0.028, 0.055], [-0.008, 0.000, -0.006], [-0.002, 0.001, -0.007], [-0.079, -0.045, 0.087], [0.129, 0.240, -0.301], [-0.328, -0.029, 0.235], [0.036, -0.008, 0.040], [-0.115, -0.068, 0.015], [0.051, -0.051, 0.113], [-0.035, 0.028, -0.101], [-0.004, 0.012, 0.089], [0.009, -0.044, -0.054], [0.003, 0.003, 0.010], [-0.016, -0.006, -0.001], [0.001, 0.030, -0.059], [0.027, 0.007, -0.050], [-0.080, -0.004, 0.040], [-0.022, -0.009, -0.033], [-0.009, 0.034, -0.007], [0.026, -0.052, 0.014], [0.184, -0.073, -0.086], [0.089, 0.034, 0.008], [-0.031, -0.006, -0.018], [-0.008, 0.005, -0.006], [0.002, 0.000, -0.001], [-0.011, 0.010, 0.005], [0.018, -0.014, 0.015], [-0.025, -0.022, 0.073], [0.070, 0.004, -0.041], [-0.005, 0.004, 0.013], [0.005, 0.017, -0.008], [-0.022, 0.023, -0.024], [0.005, 0.044, 0.018], [0.002, -0.001, -0.017], [0.002, 0.002, 0.006], [-0.006, 0.000, 0.006], [-0.001, -0.011, 0.010], [0.009, 0.001, -0.007], [-0.008, 0.002, 0.010], [-0.024, -0.004, -0.004], [-0.032, 0.018, 0.025], [-0.005, 0.000, 0.000], [-0.001, -0.003, 0.002], [-0.001, 0.001, 0.002], [0.000, 0.002, 0.000], [-0.001, 0.003, -0.001]],
  "homo_ev": -10.81,
  "homo_lumo_gap_ha": 0.2666,
  "relative_energy_kcal_mol": 0.0,
  "multiplicity": 1,
  "charge": 1
}

{
  "formula": "C18H42NO8S4",
  "method": "ωB97M-V/def2-TZVPD",
  "species": ["C", "C", "O", "O", "C", "C", "C", "C", "C", "C", "N", "C", "C", "O", "O", "H", "H", "H", "H", "H", "H", "H", "H", "H", "H", "H", "H", "H", "H", "H", "H", "H", "H", "C", "S", "O", "C", "H", "H", "H", "H", "H", "H", "C", "S", "O", "C", "H", "H", "H", "H", "H", "H", "C", "S", "O", "C", "H", "H", "H", "H", "H", "H", "C", "S", "O", "C", "H", "H", "H", "H", "H", "H"],
  "positions_angstrom": [[5.057518, -3.640036, -1.553223], [5.399466, -3.483227, -2.999480], [5.655545, -4.420886, -3.734606], [5.411733, -2.185424, -3.462988], [4.060013, -1.801628, -3.837929], [3.842793, -0.327811, -3.591429], [3.445818, 0.078080, -2.173202], [2.227456, -0.629744, -1.593633], [0.877798, -0.157107, -2.121354], [0.311026, -0.965439, -3.312610], [1.043938, -2.192140, -3.603990], [0.437553, -3.425545, -3.109280], [1.014047, -3.730091, -1.713244], [0.460154, -3.159043, -0.733868], [2.027080, -4.470610, -1.674797], [3.977358, -3.574473, -1.430908], [5.493797, -2.818744, -0.994478], [5.362339, -4.607087, -1.189301], [3.356056, -2.442273, -3.321397], [3.924217, -1.995864, -4.899781], [4.803196, 0.149714, -3.788566], [3.153305, 0.073771, -4.327477], [3.202626, 1.139450, -2.189023], [4.294012, -0.034078, -1.499993], [2.236595, -0.385232, -0.531635], [2.331737, -1.703892, -1.631709], [0.931828, 0.900190, -2.356511], [0.179868, -0.237641, -1.306015], [0.314411, -0.340499, -4.204272], [-0.734426, -1.193975, -3.124426], [1.173280, -2.276432, -4.598501], [-0.658068, -3.414146, -3.084327], [0.732950, -4.230168, -3.775937], [-4.105030, 1.730475, -1.447813], [-2.831563, 0.517458, -1.819371], [-1.798905, 1.191677, -2.646402], [-3.855031, -0.451799, -2.941465], [-3.677952, 2.470126, -0.779780], [-4.433538, 2.211144, -2.372345], [-4.940716, 1.241240, -0.956049], [-4.202446, 0.179646, -3.760858], [-4.702058, -0.863373, -2.391913], [-3.245554, -1.263142, -3.334413], [0.699771, -1.244210, 2.641891], [-0.815208, -0.673427, 1.874778], [-0.410262, 0.274323, 0.807742], [-1.394733, 0.311600, 3.270827], [1.227803, -1.853286, 1.908041], [1.306573, -0.381808, 2.918826], [0.459517, -1.848269, 3.518487], [-0.658929, 1.068949, 3.541967], [-1.586763, -0.343417, 4.122047], [-2.322688, 0.795164, 2.968016], [2.124835, 2.759759, 7.006524], [1.812803, 2.053096, 5.381731], [0.337718, 2.049913, 5.187691], [2.300787, 0.380850, 5.826392], [1.846459, 3.810893, 6.974743], [1.522424, 2.241964, 7.753143], [3.185202, 2.669436, 7.242288], [1.688544, 0.030261, 6.657820], [3.355936, 0.375090, 6.099996], [2.146797, -0.259130, 4.963222], [-7.726745, 3.822443, 1.872849], [-6.188224, 3.954355, 0.949393], [-5.540405, 2.620873, 0.986072], [-5.337494, 4.984324, 2.152303], [-8.398816, 3.175113, 1.313795], [-7.528886, 3.388394, 2.852965], [-8.173747, 4.811437, 1.976346], [-5.300652, 4.470640, 3.112932], [-5.859487, 5.936796, 2.247457], [-4.326355, 5.156453, 1.790015]],
  "forces_ev_per_angstrom": [[0.032, 0.525, -0.161], [0.370, -1.306, -0.813], [-0.102, 1.271, 0.698], [-0.247, -0.287, 0.130], [0.053, -0.008, -0.193], [0.564, 0.137, 0.459], [-0.432, -0.175, -0.315], [0.248, 0.512, 0.504], [0.023, -0.724, -0.055], [0.444, 0.303, 0.035], [-0.512, -0.028, -0.459], [0.414, -0.353, 0.167], [-0.245, 0.058, 0.967], [0.025, -0.178, -0.478], [0.016, 0.122, -0.188], [-0.333, -0.120, -0.070], [0.178, 0.039, 0.197], [0.155, -0.245, 0.076], [-0.228, 0.099, 0.194], [0.190, -0.199, -0.237], [0.137, 0.131, -0.296], [-0.350, -0.058, -0.061], [0.155, 0.302, 0.014], [0.208, -0.164, 0.032], [-0.082, -0.015, 0.244], [-0.036, -0.211, -0.086], [-0.033, 0.263, -0.200], [-0.216, -0.016, 0.239], [0.083, 0.086, -0.185], [-0.248, -0.068, 0.108], [-0.052, 0.022, -0.151], [-0.140, 0.329, 0.077], [0.144, -0.172, -0.090], [0.029, 0.030, -0.316], [0.155, -0.122, 0.144], [-0.305, 0.212, -0.137], [-0.073, -0.033, -0.138], [0.049, -0.036, 0.080], [0.071, -0.038, -0.027], [0.009, -0.008, 0.104], [0.040, 0.035, 0.018], [0.023, -0.012, 0.030], [0.052, 0.009, 0.046], [0.191, -0.129, 0.069], [-0.196, -0.210, -0.175], [-0.064, 0.297, 0.201], [0.074, 0.103, -0.044], [-0.111, -0.019, -0.101], [-0.040, 0.085, -0.063], [-0.021, -0.012, -0.010], [-0.064, -0.108, -0.078], [-0.005, -0.029, -0.015], [-0.018, -0.066, -0.071], [0.012, 0.034, 0.118], [0.036, 0.027, -0.057], [0.181, 0.054, 0.254], [0.000, -0.071, 0.119], [-0.013, 0.000, -0.057], [-0.030, -0.025, -0.046], [0.008, 0.007, -0.024], [-0.035, 0.046, -0.012], [0.007, 0.025, -0.026], [-0.016, 0.012, -0.075], [-0.075, 0.017, 0.104], [0.002, 0.073, -0.040], [-0.153, 0.031, 0.222], [0.013, 0.066, 0.104], [0.041, -0.010, -0.047], [0.053, -0.019, -0.020], [0.006, 0.005, -0.026], [-0.007, -0.054, -0.031], [-0.002, 0.002, -0.029], [-0.006, -0.041, -0.051]],
  "homo_ev": -4.15,
  "homo_lumo_gap_ha": 0.2173,
  "relative_energy_kcal_mol": 5.3,
  "multiplicity": 1,
  "charge": -1
}

no.,lowest unoccupied orbital energy (eV)
1,-3.559
2,1.760